No. 1
{"formula": "C18H30N2O2", "method": "the ωB97M-V functional and the def2-TZVPD basis", "elements": ["C", "C", "C", "C", "C", "H", "H", "C", "C", "C", "C", "C", "C", "H", "H", "H", "H", "H", "H", "H", "H", "H", "H", "H", "C", "O", "N", "N", "C", "C", "C", "C", "C", "C", "H", "H", "H", "H", "H", "H", "H", "O", "H", "H", "H", "H", "H", "H", "H", "H", "H", "H"], "positions_angstrom": [[3.59122, 4.18897, -2.63040], [2.86270, 3.31521, -3.64568], [3.32442, 1.85628, -3.62611], [2.94283, 1.08037, -2.36327], [1.45373, 0.74066, -2.31460], [0.86423, 1.62039, -2.59310], [1.21916, -0.04357, -3.03490], [0.96995, 0.28369, -0.92779], [1.74023, -0.96333, -0.45261], [1.14770, -1.67070, 0.76919], [1.34491, -0.92523, 2.09023], [2.78218, -0.98735, 2.60291], [2.92645, -0.28219, 3.94605], [3.95366, -0.33503, 4.29980], [2.28307, -0.74457, 4.69190], [2.64761, 0.76555, 3.85624], [3.08524, -2.03218, 2.70647], [3.45114, -0.51597, 1.88128], [0.68988, -1.37178, 2.84295], [1.06120, 0.11952, 1.96561], [0.08235, -1.84253, 0.60136], [1.62120, -2.65250, 0.85017], [2.76568, -0.66630, -0.23687], [1.74782, -1.66575, -1.28711], [-0.51389, -0.09990, -1.07404], [-0.93561, -0.80356, -1.97140], [-1.31199, 0.44816, -0.13872], [-2.69351, 0.23528, -0.12090], [-3.21775, -0.66232, 0.81537], [-2.58588, -0.90218, 2.03288], [-3.18265, -1.72141, 2.97333], [-4.41299, -2.30266, 2.72243], [-5.04638, -2.06166, 1.51367], [-4.45567, -1.25191, 0.56461], [-4.94626, -1.07090, -0.38083], [-6.00461, -2.51461, 1.30569], [-4.87417, -2.94132, 3.46024], [-2.67853, -1.90584, 3.91081], [-1.62446, -0.45906, 2.24199], [-3.01049, 0.04728, -1.06938], [-0.92000, 1.03317, 0.58630], [1.12665, 1.33137, 0.02118], [1.09185, 2.17294, -0.44788], [3.21838, 1.65784, -1.47886], [3.51913, 0.15436, -2.34167], [4.41169, 1.84021, -3.73043], [2.90289, 1.33939, -4.49122], [3.04496, 3.71683, -4.64504], [1.78649, 3.37153, -3.46978], [3.39195, 3.86673, -1.61120], [4.66541, 4.14693, -2.79668], [3.27088, 5.22423, -2.72480]], "lumo_energy_ev": 0.628, "gap_ev": 8.76, "e_above_lowest_kj_mol": 123.53, "smiles": "CCCCCC(O)(CCCCC)C(=O)NNc1ccccc1", "homo_ev": -8.13, "spin_multiplicity": 1}

No. 2
{"formula": "C18H31AlBrF4NO4PSSi", "method": "the ωB97M-V functional and the def2-TZVPD basis", "elements": ["C", "Si", "C", "C", "C", "C", "C", "C", "C", "C", "C", "C", "Br", "O", "S", "O", "O", "O", "C", "P", "N", "C", "C", "C", "C", "C", "C", "H", "H", "H", "H", "H", "H", "H", "H", "H", "H", "H", "H", "H", "H", "H", "H", "H", "H", "H", "H", "H", "H", "H", "H", "H", "H", "H", "H", "H", "H", "H", "F", "Al", "F", "F", "F"], "positions_angstrom": [[5.28787, 1.38721, 2.54976], [4.50835, 0.33390, 1.13810], [2.95129, -0.56332, 1.92716], [3.94075, 1.40140, -0.38216], [3.07877, 2.73783, 0.01646], [1.57609, 2.73840, -0.69366], [0.40461, 3.05175, 0.42023], [-0.76051, 1.89431, 0.36677], [-2.20653, 2.56179, -0.11494], [-3.14344, 1.40747, -0.83190], [-4.46684, 1.08115, 0.07856], [-4.37082, -0.37810, 0.89054], [-2.62192, -0.91744, 1.69515], [-5.16116, -0.03032, 2.11846], [-5.90112, -1.45053, 2.72062], [-7.13111, -1.03572, 3.58638], [-5.05993, -2.42462, 3.59601], [-6.21339, -2.13646, 1.16663], [-5.33880, -1.48814, 0.17406], [-4.59802, -2.93114, -0.82813], [-2.99885, -2.86700, -1.06130], [5.63863, -1.06167, 0.44211], [6.30734, -2.14185, 1.48696], [7.22605, -3.34939, 0.86429], [7.44624, -3.43169, -0.76579], [6.81920, -2.36064, -1.85684], [5.88458, -1.13554, -1.20798], [5.75632, 0.77717, 3.43173], [4.39603, 2.02281, 3.02444], [6.08928, 2.16982, 2.19680], [3.18592, -1.72152, 2.03191], [2.67678, -0.10991, 2.98506], [2.08792, -0.42447, 1.14334], [3.22234, 0.70020, -1.01376], [4.83926, 1.72224, -1.08651], [3.62080, 3.71412, -0.40571], [3.00356, 2.91941, 1.19114], [1.32764, 1.74872, -1.26723], [1.50428, 3.61209, -1.50154], [0.83511, 3.06639, 1.52012], [-0.01229, 4.12738, 0.20138], [-0.83667, 1.42875, 1.44738], [-0.54589, 1.02567, -0.39701], [-1.91418, 3.44675, -0.86089], [-2.72580, 3.09394, 0.80401], [-3.51562, 1.89179, -1.85763], [-2.59158, 0.39839, -1.04678], [-5.46956, 1.15243, -0.54916], [-4.56323, 1.92539, 0.91320], [-6.04096, -0.95022, -0.61787], [-5.27772, -2.92309, -2.13070], [-5.01702, -4.16493, -0.16956], [-2.75914, -2.81859, -2.07534], [6.07554, -1.97364, 2.63781], [7.67949, -4.12899, 1.64212], [8.11416, -4.30409, -1.22302], [6.97676, -2.43473, -3.02858], [5.43667, -0.36825, -1.96962], [-6.87457, 0.21599, -5.77335], [-7.33111, -0.70255, -4.29300], [-6.50314, 0.01363, -2.86294], [-6.83189, -2.42322, -4.47637], [-9.11483, -0.61654, -4.05941]], "lumo_energy_ev": 1.296, "gap_ev": 8.04, "charge": -1, "homo_ev": -6.75, "spin_multiplicity": 1}

No. 3
{"formula": "C18H31AsCl2IS", "method": "the ωB97M-V functional and the def2-TZVPD basis", "elements": ["C", "C", "C", "C", "As", "S", "C", "C", "C", "C", "C", "C", "C", "C", "C", "C", "C", "I", "C", "Cl", "C", "C", "Cl", "H", "H", "H", "H", "H", "H", "H", "H", "H", "H", "H", "H", "H", "H", "H", "H", "H", "H", "H", "H", "H", "H", "H", "H", "H", "H", "H", "H", "H", "H", "H"], "positions_angstrom": [[0.38653, -3.69617, -1.29132], [-0.62335, -3.57739, -0.15438], [-0.31217, -2.75032, 1.10081], [0.68206, -3.51303, 1.97858], [0.12912, -0.73167, 1.02294], [-1.74948, -0.34098, 2.54711], [0.41111, 1.27808, 1.22903], [0.96798, 2.13445, 0.08637], [0.01349, 3.08490, -0.59974], [0.15451, 3.30823, -1.97618], [-0.63238, 4.22655, -2.66099], [-1.60129, 4.94260, -1.96801], [-1.76064, 4.72194, -0.60205], [-0.96355, 3.80892, 0.08288], [-0.93281, -0.40924, -0.70277], [-2.34808, 0.12209, -0.54473], [-3.44163, -0.91046, -0.30476], [-2.89401, 1.08136, -2.52824], [1.96339, -1.08350, 0.05710], [2.08792, -0.70144, -1.71172], [3.31083, -0.69398, 0.67575], [3.65942, 0.75569, 0.89536], [3.65575, -1.60976, 2.19299], [1.41183, -3.84151, -0.96845], [0.33903, -2.86872, -1.98625], [0.14199, -4.58201, -1.87787], [-0.84050, -4.59315, 0.18475], [-1.56763, -3.24824, -0.58302], [-1.22396, -2.81581, 1.68411], [0.85479, -2.98767, 2.91136], [0.22618, -4.47180, 2.22983], [1.61431, -3.74048, 1.46729], [0.93326, -0.92921, 2.35398], [-2.72111, -1.22626, 2.30024], [-0.54805, 1.70061, 1.50949], [1.01747, 1.40932, 2.12135], [1.48765, 1.59962, -0.70219], [1.72974, 2.79371, 0.51029], [0.90355, 2.74683, -2.51424], [-0.49027, 4.37301, -3.71755], [-2.21133, 5.65106, -2.50325], [-2.51263, 5.28749, -0.07392], [-1.09541, 3.66309, 1.14269], [-0.42591, 0.34322, -1.29421], [-0.99149, -1.27405, -1.35839], [-2.41715, 0.98485, 0.09546], [-3.89325, -0.73117, 0.66744], [-3.06434, -1.92778, -0.29522], [-4.25263, -0.86380, -1.01497], [2.01873, -2.16427, 0.05196], [4.05819, -1.09509, -0.00167], [4.71690, 0.82749, 1.13762], [3.51337, 1.31937, -0.01766], [3.12598, 1.21448, 1.71696]], "lumo_energy_ev": 2.583, "gap_ev": 6.82, "charge": -1, "homo_ev": -4.24, "spin_multiplicity": 1}

No. 4
{"formula": "C18H31CoO9S3Si", "method": "the ωB97M-V functional and the def2-TZVPD basis", "elements": ["Co", "O", "S", "O", "O", "C", "C", "C", "C", "C", "C", "S", "O", "O", "O", "H", "H", "H", "H", "C", "C", "C", "C", "O", "Si", "S", "O", "C", "C", "C", "C", "O", "C", "C", "C", "C", "H", "H", "H", "H", "H", "H", "H", "H", "H", "H", "H", "H", "H", "H", "H", "H", "H", "H", "H", "H", "H", "H", "H", "H", "H", "H", "H"], "positions_angstrom": [[1.80560, -0.33970, -0.38055], [5.00879, -2.44329, -1.02862], [3.94484, -1.79604, -0.30680], [2.60067, -2.28329, -0.64418], [3.92204, -0.31616, -0.43500], [4.35493, -2.00771, 1.43457], [5.72937, -2.01714, 1.65825], [6.23258, -1.98119, 2.94645], [5.36416, -1.93753, 4.02683], [3.99674, -1.93875, 3.81155], [3.48477, -1.97171, 2.52154], [1.69534, -1.91068, 2.37869], [1.20129, -1.68671, 3.72124], [1.27546, -3.15103, 1.78193], [1.46099, -0.69422, 1.54754], [6.38180, -2.05110, 0.79727], [7.30325, -1.97943, 3.10708], [5.75355, -1.89374, 5.03616], [3.28992, -1.90351, 4.62887], [-1.96282, -2.03584, 0.42603], [-1.26710, -1.91722, -0.92890], [-2.29686, -1.85105, -2.05935], [-0.35518, -3.11281, -1.16199], [-0.42591, -0.72866, -0.94236], [-0.84264, 0.87871, -0.91595], [1.06498, 1.76112, -0.90234], [-1.85193, 1.27157, 0.30269], [-1.80479, 1.92063, 1.58018], [-0.65582, 1.44034, 2.45402], [-1.69317, 3.42603, 1.33921], [-3.13384, 1.58455, 2.25196], [-1.76342, 1.11047, -2.24796], [-1.96949, 2.14424, -3.20431], [-2.41132, 3.42160, -2.49365], [-3.08049, 1.63218, -4.11854], [-0.70574, 2.40091, -4.02383], [-2.50620, -2.98033, 0.47926], [-2.65965, -1.21017, 0.57285], [-1.21530, -2.01379, 1.22059], [-2.88035, -2.77290, -2.07089], [-1.78317, -1.74611, -3.01673], [-2.96523, -1.00284, -1.92916], [-0.96045, -4.01563, -1.25522], [0.34451, -3.23189, -0.33991], [0.22089, -2.97177, -2.07895], [0.30128, 1.71039, 2.01166], [-0.67264, 0.35816, 2.56827], [-0.73266, 1.89928, 3.44211], [-0.74982, 3.63489, 0.83077], [-1.71519, 3.96820, 2.28615], [-2.51776, 3.76879, 0.71113], [-3.17549, 0.51741, 2.47465], [-3.96067, 1.83817, 1.58584], [-3.24047, 2.14349, 3.18314], [-3.27088, 3.21433, -1.85403], [-2.68052, 4.18921, -3.22125], [-1.59494, 3.79079, -1.87018], [-3.98827, 1.45043, -3.54031], [-2.76963, 0.69185, -4.57582], [-3.29564, 2.35814, -4.90458], [0.09299, 2.75328, -3.37614], [-0.90076, 3.14323, -4.80076], [-0.37453, 1.47157, -4.49025]], "lumo_energy_ev": [2.670, 2.669], "gap_ev": [8.48, 8.50], "charge": -1, "e_above_lowest_kj_mol": 33.89, "homo_ev": [-5.81, -5.83], "spin_multiplicity": 4, "s_squared": 3.756}

No. 5
{"formula": "C18H31CrN6O2SSi", "method": "the ωB97M-V functional and the def2-TZVPD basis", "elements": ["Cr", "C", "Si", "C", "C", "C", "C", "C", "C", "N", "C", "S", "H", "H", "H", "H", "H", "H", "H", "H", "H", "H", "H", "H", "C", "N", "C", "C", "O", "H", "H", "H", "H", "H", "H", "H", "C", "N", "C", "N", "C", "N", "C", "N", "C", "C", "H", "H", "H", "H", "H", "H", "H", "H", "H", "H", "H", "H", "O", "C"], "positions_angstrom": [[-0.12055, 0.37482, 0.33177], [3.81695, -4.49208, -1.89433], [2.89415, -4.20118, -0.25643], [1.12255, -4.87768, -0.42533], [3.74395, -4.93768, 1.28617], [2.91945, -2.29808, 0.08287], [4.12725, -1.68198, 0.40997], [4.17755, -0.33888, 0.75867], [3.00205, 0.38892, 0.78207], [1.83905, -0.16068, 0.44277], [1.80825, -1.46218, 0.08687], [0.17125, -1.86758, -0.35713], [4.04145, -5.55028, -1.98003], [4.75765, -3.95338, -1.94143], [3.23635, -4.21838, -2.77083], [1.14785, -5.96258, -0.42583], [0.65375, -4.55548, -1.35033], [0.50085, -4.55898, 0.40477], [3.58515, -6.01168, 1.31927], [3.37445, -4.53018, 2.22497], [4.81825, -4.77698, 1.25647], [5.04175, -2.25218, 0.37627], [5.10525, 0.14422, 1.01567], [2.98975, 1.43332, 1.06817], [0.86025, 3.81892, 0.97977], [1.11205, 3.86022, -0.44543], [1.68625, 5.09232, -0.93193], [0.85735, 2.83732, -1.23613], [0.33795, 1.76862, -0.85603], [1.78875, 3.97092, 1.53337], [0.42735, 2.85362, 1.27547], [0.17775, 4.62432, 1.25317], [2.67475, 5.23902, -0.49533], [1.05785, 5.93282, -0.63303], [1.77095, 5.08122, -2.01523], [1.10295, 2.96412, -2.29683], [-3.02515, 0.48572, 1.34117], [-4.41605, 0.77332, 1.15897], [-4.58945, 2.18182, 0.84127], [-3.90035, 2.47542, -0.41163], [-2.50055, 2.20752, -0.26433], [-2.21295, 0.77942, 0.10457], [-2.83615, -0.04908, -0.98463], [-4.23445, 0.23792, -1.14213], [-4.96025, -0.04988, 0.08737], [-4.44795, 1.63942, -1.47553], [-2.90965, -0.57628, 1.57977], [-2.64365, 1.09792, 2.16547], [-4.16665, 2.79332, 1.64337], [-5.64955, 2.41552, 0.74837], [-2.08695, 2.86002, 0.51587], [-2.00555, 2.41202, -1.22003], [-2.70625, -1.10778, -0.73363], [-2.31345, 0.16932, -1.92143], [-4.85235, -1.10168, 0.35457], [-6.01485, 0.18592, -0.05353], [-5.51815, 1.82922, -1.57103], [-3.96175, 1.87992, -2.42363], [-0.33075, -0.83328, 3.06877], [-0.32585, -0.40238, 2.01527]], "lumo_energy_ev": [-8.562, -8.396], "gap_ev": [5.83, 6.00], "charge": 2, "e_above_lowest_kj_mol": 40.36, "homo_ev": [-14.39, -14.40], "spin_multiplicity": 2, "s_squared": 0.775}

No. 6
{"formula": "C18H31FeN7O7SSe", "method": "the ωB97M-V functional and the def2-TZVPD basis", "elements": ["Fe", "C", "N", "C", "C", "N", "C", "C", "N", "C", "C", "N", "C", "N", "C", "C", "C", "N", "C", "H", "H", "H", "H", "H", "H", "H", "H", "H", "H", "H", "H", "H", "H", "H", "H", "H", "H", "H", "H", "H", "H", "H", "H", "O", "Se", "O", "O", "O", "N", "C", "C", "C", "C", "C", "C", "S", "O", "O", "O", "H", "H", "H", "H", "H", "H", "H"], "positions_angstrom": [[0.78002, -0.95508, -0.46338], [-0.64949, 1.72322, -4.47742], [0.48621, 1.88735, -3.60126], [1.67473, 2.52829, -4.16830], [2.72902, 2.30407, -3.08441], [2.19019, 1.15250, -2.38966], [2.84915, 0.67396, -1.19555], [0.82167, 1.01753, -2.57017], [0.14194, 0.21806, -1.84400], [-1.29213, 0.05448, -1.94659], [-1.86009, -0.46492, -0.61488], [-1.02613, -1.53105, -0.09824], [-1.38511, -2.33078, 0.82900], [-0.49917, -3.28366, 1.32113], [0.92857, -3.14069, 1.13025], [-0.97869, -3.89624, 2.54646], [-2.48255, -3.66102, 2.43741], [-2.55723, -2.49002, 1.56269], [-3.87217, -2.09151, 1.12406], [-0.53986, 2.32847, -5.38567], [-1.56807, 2.06249, -3.99186], [-0.76302, 0.67996, -4.78814], [1.51589, 3.59203, -4.37003], [1.96962, 2.02462, -5.09639], [2.78180, 3.16672, -2.41053], [3.71895, 2.11544, -3.50913], [3.93749, 0.73712, -1.30530], [2.60325, -0.37468, -1.00223], [2.55679, 1.27058, -0.32592], [-1.51574, -0.67061, -2.73731], [-1.80677, 0.99156, -2.17199], [-2.88211, -0.79047, -0.81865], [-1.88794, 0.35645, 0.11011], [1.17562, -3.01857, 0.07066], [1.45585, -4.03138, 1.48799], [1.30727, -2.27407, 1.68231], [-0.56908, -3.37608, 3.42007], [-0.73180, -4.96007, 2.60961], [-2.94151, -3.48136, 3.41414], [-2.97138, -4.51908, 1.96024], [-4.64249, -2.44542, 1.81896], [-4.10003, -2.51203, 0.13923], [-3.96040, -1.00223, 1.09177], [0.80394, -5.14430, -2.26558], [1.16469, -3.70536, -2.97764], [0.00885, -3.54416, -4.13761], [0.96883, -2.35844, -1.74310], [2.81147, -3.83026, -3.78369], [0.58453, 0.49798, 0.86166], [0.47875, 1.47509, 1.86880], [-0.76784, 1.80828, 2.41242], [-0.88057, 2.85008, 3.33610], [0.25503, 3.58372, 3.68480], [1.49657, 3.29012, 3.11700], [1.59656, 2.25212, 2.18787], [0.13108, 4.90937, 4.91433], [1.38990, 4.79166, 5.64614], [-1.06145, 4.54541, 5.67578], [-0.00059, 6.08943, 4.06586], [-0.13241, -0.23151, 0.98868], [0.23970, 0.85854, -0.04009], [-1.66148, 1.25849, 2.13553], [-1.84047, 3.09930, 3.78053], [2.36906, 3.87285, 3.39998], [2.55873, 2.03093, 1.73555], [1.34608, -1.98321, 0.74760]], "lumo_energy_ev": [1.723, 1.628], "gap_ev": [5.55, 7.07], "charge": -1, "homo_ev": [-3.83, -5.45], "spin_multiplicity": 6, "s_squared": 8.764}

| no. | DFT total energy (eV) |
| --- | --- |
| 1 | -26228.32004 |
| 2 | -144355.25959 |
| 3 | -123987.26987 |
| 4 | -115616.98073 |
| 5 | -79324.06934 |
| 6 | -154491.09340 |